Density functional theory data (ωB97M-V/def2-TZVPD) for a 3-piece molecular cluster, C29H53FIN2O8PS overall.

The value obtained for the gap between HOMO and LUMO is 8.43 eV. Its charge is 0. The SMILES is CCCN[C@@](S)(O[C@@H](F)CCCCOC)[C@@](OC[C@H](I)CC)(c1cccnc1)P(C)O.CCOC(C)=O.CCOC(C)=O.

Positions of all 96 atoms, in Å:
C: -0.937 3.500 2.037
C: -0.585 2.305 1.141
C: -0.577 2.702 -0.337
N: -0.922 1.597 -1.243
C: 0.135 0.648 -1.600
S: 0.654 0.867 -3.375
O: 1.230 0.774 -0.733
C: 2.381 1.523 -1.066
F: 2.757 2.120 0.136
C: 3.532 0.693 -1.562
C: 4.056 -0.298 -0.518
C: 4.598 -1.575 -1.163
C: 5.104 -2.595 -0.164
O: 4.089 -3.540 0.183
C: 3.688 -3.484 1.533
C: -0.399 -0.837 -1.386
O: -1.211 -0.744 -0.220
C: -1.963 -1.866 0.201
C: -1.530 -2.315 1.594
I: -2.830 -3.940 2.139
C: -1.497 -1.190 2.619
C: -2.851 -0.582 3.012
C: -1.248 -1.258 -2.569
C: -2.566 -0.824 -2.622
C: -3.359 -1.201 -3.690
C: -2.808 -2.014 -4.669
N: -1.547 -2.432 -4.644
C: -0.797 -2.059 -3.616
P: 1.193 -1.855 -1.194
C: 0.664 -3.614 -1.126
O: 1.505 -1.633 0.417
H: -0.655 4.442 1.561
H: -0.406 3.457 2.988
H: -2.004 3.536 2.264
H: -1.300 1.492 1.259
H: 0.414 1.965 1.411
H: 0.364 3.201 -0.588
H: -1.362 3.451 -0.485
H: -1.274 2.002 -2.098
H: -0.555 1.215 -3.823
H: 2.135 2.349 -1.732
H: 3.275 0.193 -2.496
H: 4.324 1.409 -1.789
H: 4.882 0.172 0.022
H: 3.292 -0.544 0.222
H: 3.807 -2.022 -1.770
H: 5.402 -1.295 -1.852
H: 5.466 -2.105 0.746
H: 5.926 -3.167 -0.602
H: 3.290 -2.496 1.791
H: 2.923 -4.246 1.677
H: 4.524 -3.704 2.208
H: -3.015 -1.561 0.259
H: -1.928 -2.698 -0.501
H: -0.556 -2.790 1.563
H: -0.879 -0.417 2.157
H: -0.963 -1.552 3.499
H: -2.931 -0.503 4.092
H: -2.972 0.419 2.597
H: -3.693 -1.186 2.670
H: -2.955 -0.199 -1.828
H: -4.389 -0.881 -3.764
H: -3.416 -2.338 -5.505
H: 0.240 -2.381 -3.643
H: -0.099 -3.862 -0.390
H: 1.575 -4.159 -0.853
H: 0.353 -3.985 -2.100
H: 1.570 -2.481 0.868
O: -4.066 0.574 5.755
C: -5.005 0.216 6.409
O: -4.996 -1.039 6.905
C: -5.973 -1.514 7.836
C: -7.206 -2.057 7.145
C: -6.219 1.092 6.620
H: -6.219 -0.740 8.564
H: -5.464 -2.309 8.378
H: -7.731 -1.280 6.589
H: -7.895 -2.476 7.880
H: -6.926 -2.841 6.442
H: -6.917 0.914 5.802
H: -5.893 2.127 6.577
H: -6.733 0.926 7.563
O: 5.426 1.535 -4.047
C: 5.094 2.594 -4.501
O: 3.775 2.889 -4.501
C: 3.264 4.183 -4.834
C: 3.047 4.347 -6.324
C: 6.076 3.558 -5.123
H: 3.902 4.967 -4.424
H: 2.312 4.239 -4.306
H: 3.986 4.287 -6.875
H: 2.589 5.314 -6.533
H: 2.390 3.561 -6.694
H: 6.171 3.317 -6.181
H: 7.040 3.405 -4.645
H: 5.800 4.604 -5.024